[1]
68
Properties=species:S:1:pos:R:3:forces:R:3 method="wB97M-V/def2-TZVPD" homo_energy_ev=-7.4 orbital_gap_ha=0.2531 e_tot_ha=-4859.17678 relative_energy_ev=0.4904 lumo_energy_ev=-0.56 fmax_ev_per_a=1.2
In -0.158542 -0.513242 0.763833 -0.2750 -0.5348 -0.1844
Br -2.005797 2.496643 7.210343 0.0246 -0.0707 -0.0762
C -1.547488 1.333012 5.773517 0.0896 0.3982 0.1139
C -2.313464 0.183428 5.552165 0.0930 0.0429 -0.0401
C -1.983659 -0.651439 4.523432 -0.0203 -0.0468 -0.1739
C -0.907261 -0.380143 3.628097 -0.0116 0.2811 0.7841
O -0.661394 -1.223523 2.699574 0.1618 -0.2239 -0.4431
C -0.138836 0.805575 3.881532 -0.4937 -0.2991 0.1959
C 1.015628 1.168653 3.140093 0.6524 0.0383 -0.0393
N 1.401631 0.605647 2.047127 -0.9201 -0.0638 0.3187
C 2.591800 0.891542 1.421964 0.9818 0.5682 -0.2693
C 3.278167 2.089449 1.457938 -0.5281 -0.3354 0.0731
C 4.506348 2.233390 0.801358 0.3806 -0.1326 -0.1994
C 5.091086 1.178842 0.152025 0.0123 0.2159 0.0621
C 4.428396 -0.064948 0.088530 -0.3902 0.0443 0.1381
C 4.974777 -1.216643 -0.514956 -0.1974 -0.2231 0.0566
C 4.244166 -2.373645 -0.520247 0.2025 0.1495 -0.1406
C 2.934616 -2.357257 -0.012192 0.0750 -0.0772 0.0786
N 2.403043 -1.307043 0.554907 -0.3813 -0.3480 0.0831
C 3.139442 -0.189984 0.670787 0.7143 0.4401 -0.1180
C -0.484801 1.633166 4.967256 -0.1933 -0.0439 0.1088
H -3.159228 -0.031900 6.191070 0.0145 -0.0267 0.0213
H -2.565474 -1.542523 4.332028 0.0280 -0.0479 -0.0331
H 1.642817 1.944553 3.599917 -0.0322 -0.0987 -0.1067
H 2.861192 2.939393 1.976945 -0.1040 0.0496 0.0655
H 5.004146 3.193507 0.828268 0.0273 0.0003 0.0120
H 6.058476 1.286819 -0.318867 0.0534 0.0039 -0.0214
H 5.964297 -1.178497 -0.949511 0.0648 0.0175 -0.0131
H 4.635095 -3.288866 -0.933474 0.0651 -0.0758 -0.1026
H 2.312326 -3.239015 -0.078185 0.0058 -0.0637 -0.0401
H 0.089934 2.531673 5.143566 0.0658 0.0439 0.0512
O -2.389832 -0.896234 0.201442 0.3118 0.6099 0.3205
N -2.752339 -1.943319 -0.464780 0.1453 -0.5713 -0.3146
C -4.032501 -2.028313 -0.861488 -0.6402 0.0017 -0.2080
C -4.496838 -3.081221 -1.608384 0.1990 -0.0025 0.0477
C -3.607577 -4.092309 -1.969371 0.0507 0.1160 0.0913
C -2.301465 -4.002348 -1.551294 -0.2640 0.0762 -0.0415
C -1.862750 -2.922308 -0.779865 0.1140 -0.2229 -0.0655
S -0.232374 -2.826200 -0.271117 0.2839 0.1605 0.0997
H -4.644458 -1.194126 -0.551228 0.0654 -0.0039 0.0187
H -5.530437 -3.103441 -1.909236 -0.1125 0.0339 -0.0012
H -3.931980 -4.927844 -2.567167 -0.0586 -0.1093 -0.0728
H -1.570199 -4.750432 -1.810004 0.0412 -0.0821 -0.0112
C 1.326230 0.345214 -2.196075 0.2771 -0.1450 -0.3014
N 0.546371 0.705992 -1.035356 -0.3451 -0.0160 0.6956
C 0.003607 1.880393 -1.008408 0.2409 0.0227 -0.3906
C -0.862023 2.275739 0.014598 -0.4816 0.5870 0.4283
C -1.599201 3.460838 0.186678 0.2408 -0.0909 -0.2429
C -2.394333 3.266872 1.299632 -0.1588 0.1310 0.0962
C -2.117773 1.978575 1.767125 -0.1681 0.0451 0.0377
N -1.198460 1.395324 1.008723 0.1563 -0.2362 -0.1826
C 0.450854 0.210676 -3.421358 0.1215 0.0133 -0.0463
C -0.648119 -0.638333 -3.372668 -0.0486 -0.0645 0.0348
C -1.494073 -0.765198 -4.457273 -0.0062 -0.0377 0.0344
C -1.243719 -0.046214 -5.615025 -0.0342 0.0510 -0.1158
C -0.148261 0.797088 -5.676290 -0.0578 0.0272 -0.1263
C 0.693108 0.930533 -4.583059 0.0581 -0.0672 0.1302
H 1.808257 -0.615194 -1.986364 0.0524 0.1196 -0.0573
H 2.109916 1.097171 -2.366813 -0.0311 -0.1678 -0.0478
H 0.188714 2.584706 -1.823680 0.0246 -0.0144 0.0336
H -1.559250 4.335414 -0.433043 0.0413 0.1774 -0.1863
H -3.102855 3.958969 1.712486 -0.1123 0.1023 0.1228
H -2.565972 1.466009 2.600699 -0.0378 -0.0486 0.1039
H -0.832581 -1.205162 -2.471729 -0.0190 -0.0180 0.0715
H -2.348913 -1.423971 -4.397340 -0.0585 -0.0616 -0.0036
H -1.904371 -0.140030 -6.464257 -0.0419 -0.0015 -0.0796
H 0.049206 1.361428 -6.576077 0.0124 0.0423 -0.0733
H 1.544955 1.594634 -4.641468 0.0741 0.0626 0.0398

***

[2]
24
Properties=species:S:1:pos:R:3:forces:R:3 method="wB97M-V/def2-TZVPD" homo_energy_ev=-7.0 orbital_gap_ha=0.2568 e_tot_ha=-646.88991 relative_energy_ev=5.7706 lumo_energy_ev=0.04 fmax_ev_per_a=7.1
C -1.323147 2.543116 0.522562 -0.8497 1.8577 -0.3701
C -2.429188 2.561956 1.349509 1.5924 0.0642 -0.4497
C -2.314242 1.930676 2.553383 -0.4838 -1.0765 1.6045
C -1.175381 1.201680 2.907016 0.6416 -0.4625 0.5105
C -0.030646 1.223601 2.053089 -1.0184 -1.0949 3.7481
C -0.127323 1.895474 0.875425 1.3900 4.8910 0.9638
C 0.259210 -0.362727 -0.614560 2.2896 -2.5482 -2.3369
C -0.763488 -1.351680 -0.943358 -1.4446 5.4259 3.0610
C -0.313186 -2.382213 -1.509410 -0.0707 -6.5433 -2.8156
C 2.016046 -1.892379 -1.747276 -1.0811 0.7794 3.5943
H -1.355252 3.138774 -0.396055 0.1462 -0.3038 0.2019
H -3.319239 3.131484 1.193846 -0.3190 0.2763 -0.6399
H -3.178290 2.045663 3.194505 0.1673 -0.4337 0.4639
H -1.163489 0.620226 3.896667 0.1067 1.0071 -1.6200
H 0.854916 0.610258 2.324815 -0.5457 0.7265 -0.2011
H 0.782307 2.079373 0.248918 -0.3499 2.3304 2.2493
H 2.442101 -0.035097 -0.873182 -1.1383 -0.7317 -0.3102
H -1.855105 -1.019591 -0.711668 2.2253 -1.0215 -0.7311
H -1.057614 -3.073390 -1.866428 -0.0524 -0.5355 -0.1541
H 1.263786 -3.642871 -2.385384 -1.4548 1.6074 1.7494
N 1.662265 -0.703066 -1.048892 -1.8118 -0.0771 0.1959
N 0.982958 -2.866900 -1.679499 1.6858 0.5971 -2.4643
O 0.016382 0.723959 -0.228973 -0.5997 -4.2833 -4.9449
O 3.143292 -2.107720 -2.046725 0.9749 -0.4510 -1.3051